1.
Computed, not measured: a molecular structure, C31H27Br2N6O2RuS2 at a distorted geometry, with ωB97M-V with the def2-TZVPD basis set.

```
! RIJCOSX wB97M-V def2-TZVPD def2/J DEFGRID3
* xyz 2 2
Ru -0.39854 0.38662 -0.41999
O -2.55020 0.81831 1.26192
S -1.62325 0.53236 2.35717
O -1.37954 1.59712 3.29840
N -0.31013 0.10864 1.53996
C 0.96380 -0.04649 2.11856
C 1.28231 -0.24786 3.43448
C 2.64182 -0.38085 3.80006
C 3.65120 -0.27273 2.88619
C 3.34451 -0.02577 1.52934
C 4.30569 0.22548 0.52637
C 3.88954 0.57779 -0.72701
C 2.51825 0.61794 -1.01780
N 1.59067 0.29846 -0.13038
C 1.99133 0.04601 1.15978
C -2.19862 -0.84996 3.27603
C -3.09006 -0.61346 4.31624
C -3.60373 -1.69242 5.01616
C -3.21437 -2.98482 4.68852
C -2.30451 -3.20614 3.66448
C -1.79027 -2.13557 2.94958
H 0.51864 -0.29661 4.19805
H 2.87641 -0.55015 4.84198
H 4.68710 -0.34310 3.18804
H 5.35914 0.18548 0.77290
H 4.59028 0.84096 -1.50557
H 2.18440 0.95273 -1.98796
H -3.37218 0.39825 4.57244
H -4.30223 -1.52455 5.82400
H -3.61222 -3.82267 5.24476
H -1.98420 -4.21302 3.43204
H -1.05596 -2.29439 2.17065
Br -2.10456 1.14031 -2.66847
C -0.72460 0.11744 -3.43929
C -0.66150 -0.08849 -4.80366
C 0.36024 -0.89703 -5.27119
C 1.24039 -1.46678 -4.35946
C 1.08877 -1.18693 -3.01825
N 0.12554 -0.37846 -2.54891
H -1.38916 0.35880 -5.46428
H 0.45791 -1.09240 -6.33044
H 2.03679 -2.12184 -4.68094
H 1.75619 -1.62523 -2.28727
Br -4.76530 -3.40558 -0.01054
C -2.91660 -3.16995 -0.18867
C -2.04678 -4.24732 -0.17560
C -0.68572 -3.99720 -0.27132
C -0.24784 -2.69264 -0.38372
N -1.09608 -1.65742 -0.40830
C -2.40814 -1.88583 -0.30804
H -2.42417 -5.25648 -0.08178
H 0.03067 -4.80586 -0.25132
H 0.80655 -2.45645 -0.43015
H -3.06349 -1.02481 -0.29661
C -2.61256 4.96012 3.37347
C -2.60816 4.52487 1.95243
C -3.64345 4.68306 1.06156
C -3.51050 4.15378 -0.22221
N -2.39265 3.52183 -0.61410
C -1.40787 3.39653 0.23978
S 0.13947 2.65047 -0.13527
N -1.51013 3.88890 1.49724
C -4.61014 4.24719 -1.22224
H -3.48176 5.57576 3.58592
H -1.70991 5.52548 3.60712
H -2.63058 4.07786 4.01667
H -4.54385 5.19788 1.36123
H -0.75968 3.67238 2.14649
H -5.32084 5.03030 -0.97008
H -5.14827 3.29599 -1.24616
H -4.19855 4.42204 -2.21420
*
```

Results
* energy relative to the best compared isomer or geometry (same formula, charge and spin): 7.8 kcal/mol
* <S²>: 0.76
* LUMO level (alpha / beta): -5.7 / -6.4 eV



2.
Computed, not measured: a molecular structure, C31H27Br6N5O8 at a distorted geometry, with ωB97M-V with the def2-TZVPD basis set.

```
! RIJCOSX wB97M-V def2-TZVPD def2/J DEFGRID3
* xyz 0 1
C 7.24859 24.50247 6.77931
Br 8.08207 23.42620 8.13177
Br 8.36455 26.03854 6.42913
Br 5.49742 25.09223 7.33065
H 7.13211 23.94710 5.86098
C 9.67899 25.42000 2.69631
Br 10.39861 24.77657 1.02943
Br 11.04074 25.21869 4.06531
Br 8.09465 24.46234 3.21326
H 9.42217 26.46258 2.59404
C 4.72521 28.41875 9.28027
C 4.90486 29.28260 10.35074
C 4.08116 29.18997 11.46620
C 3.04193 28.29139 11.44900
C 2.80011 27.44661 10.38003
C 3.67635 27.50880 9.31109
N 2.14463 28.19936 12.61371
O 1.65153 27.11250 12.85429
O 1.98039 29.19903 13.27397
H 5.38282 28.40873 8.42084
H 5.72512 29.98846 10.36624
H 4.19734 29.90002 12.27338
H 2.05045 26.67404 10.46104
H 3.61458 26.79883 8.49639
C 11.46494 17.65887 4.69020
C 11.83600 18.98541 4.78681
C 10.83163 19.95299 4.82342
C 9.50777 19.59201 4.69177
C 9.13463 18.27315 4.53115
C 10.12360 17.30555 4.52584
N 8.48203 20.63411 4.70480
O 8.85596 21.78799 4.80012
O 7.32128 20.28163 4.59733
H 12.18128 16.84652 4.64095
H 12.85957 19.32877 4.77548
H 11.16321 20.98342 4.80834
H 8.09668 18.00531 4.40216
H 9.86893 16.27675 4.31242
C 12.26101 30.25613 7.91191
C 11.91744 30.13504 9.25353
C 10.69465 29.60002 9.61512
C 9.85103 29.15094 8.62355
C 10.16930 29.25828 7.28744
C 11.34803 29.88957 6.94102
N 8.54856 28.60477 9.00141
O 7.64901 28.73424 8.18937
O 8.45160 28.04326 10.06973
H 13.21297 30.71321 7.67811
H 12.63673 30.36448 10.02925
H 10.36279 29.59266 10.64449
H 9.52482 28.86028 6.51681
H 11.63372 29.94288 5.89777
C 1.95607 30.71417 5.61949
C 3.10052 31.40279 5.26512
C 4.27343 30.72956 5.01512
C 4.32522 29.36813 5.26661
C 3.23231 28.67945 5.74226
C 2.03151 29.34336 5.85902
N 5.59242 28.65046 5.14357
O 6.57199 29.29442 4.81763
O 5.60606 27.46653 5.41619
H 1.00998 31.20262 5.80869
H 3.07972 32.47851 5.14208
H 5.20513 31.20984 4.75121
H 3.25105 27.61299 5.91576
H 1.18034 28.81386 6.26635
N 11.39516 21.98554 10.10673
C 11.29453 21.63855 8.83133
C 12.36996 21.26824 8.04317
C 13.63751 21.26255 8.60383
C 13.76444 21.65686 9.92121
C 12.61611 22.00678 10.61593
H 10.27411 21.53691 8.47627
H 12.22926 21.04829 6.99334
H 14.48621 21.05081 7.96520
H 14.70765 21.61610 10.44934
H 12.70072 22.29365 11.65987
*
```

Results
* energy relative to the best compared isomer or geometry (same formula, charge and spin): 0.0 kcal/mol
* LUMO level: -0.6 eV



3.
Computed, not measured: a molecular structure, C31H27Cl2N2O5W at a distorted geometry, with ωB97M-V with the def2-TZVPD basis set.

```
! RIJCOSX wB97M-V def2-TZVPD def2/J DEFGRID3
* xyz 1 1
W 0.38812 0.25118 0.03474
C -1.03013 -0.73091 -4.30716
C -1.51707 -0.83581 -2.88899
C -0.84958 -1.63600 -1.96520
C -1.36491 -1.83893 -0.66773
C -0.84079 -2.95529 0.21344
C -2.54563 -1.17367 -0.32179
C -3.19753 -0.33146 -1.21511
C -4.45113 0.37728 -0.78901
C -2.68094 -0.18683 -2.49651
H -1.55560 -1.45440 -4.93389
H 0.03767 -0.93777 -4.37826
H -1.23573 0.25980 -4.71026
H -0.01004 -2.22881 -2.30515
H -0.39743 -2.60965 1.14301
H -0.09874 -3.54524 -0.31576
H -1.67157 -3.60768 0.48346
H -2.99278 -1.36066 0.64752
H -4.24868 1.00740 0.07979
H -5.21835 -0.34333 -0.50248
H -4.84382 1.00212 -1.58916
H -3.19755 0.44473 -3.21161
C 0.28634 2.73726 -3.94268
O -1.06928 2.96915 -3.56374
C -1.29888 3.29208 -2.25763
C -1.96076 4.47905 -1.97307
C -2.18729 4.87584 -0.66462
C -1.74251 4.10476 0.39828
C -1.12910 2.88874 0.13954
C -0.63918 1.96091 1.18699
N -1.21480 0.70490 1.24598
N -1.18751 0.11916 2.50475
C -0.10784 -0.54658 2.72281
O 0.82482 -0.59015 1.75497
C 0.10821 -1.28867 3.96758
C -0.91868 -1.38197 4.90742
C -0.70976 -2.07210 6.08688
C 0.52276 -2.66090 6.34155
C 1.54321 -2.57267 5.40664
C 1.33663 -1.89833 4.21457
C -0.94045 2.47529 -1.18353
O -0.32727 1.26475 -1.32719
H 0.74579 1.92982 -3.37604
H 0.87622 3.64918 -3.81692
H 0.26213 2.47404 -4.99640
H -2.26662 5.09921 -2.80529
H -2.70344 5.80673 -0.47227
H -1.89206 4.43172 1.41918
H -0.38157 2.39966 2.14733
H -1.86840 -0.91174 4.69354
H -1.50589 -2.15095 6.81500
H 0.68626 -3.19439 7.26858
H 2.50268 -3.02998 5.60919
H 2.12013 -1.83953 3.47061
Cl 7.43642 -1.50717 -0.67915
C 5.72495 -1.31931 -0.67716
C 4.92078 -2.43577 -0.93967
C 3.54568 -2.30956 -0.94796
Cl 2.55640 -3.66875 -1.31133
C 2.93695 -1.08305 -0.67670
O 1.62596 -0.95109 -0.70763
C 3.75962 0.03931 -0.38905
C 3.17575 1.27084 -0.06133
O 1.94287 1.45611 0.15525
C 5.16533 -0.09972 -0.41315
H 5.37919 -3.39381 -1.14130
H 3.79682 2.15602 0.05638
H 5.79164 0.75561 -0.19311
*
```

Results
* energy relative to the best compared isomer or geometry (same formula, charge and spin): 36.5 kcal/mol
* LUMO level (alpha / beta): -5.0 / -5.0 eV